No. 1
This record from the Open Molecules 2025 dataset describes 11 unconnected molecules or ions with the total composition C15H52N14O15 at a distorted geometry. The level of theory is ωB97M-V with the def2-TZVPD basis set.

Structure (XYZ):
```
96
Properties=species:S:1:pos:R:3:lowdin_charge:R:1
N -3.37 -0.10 -2.59 0.14
C -3.66 -1.07 -3.54 -0.64
N -4.90 -1.44 -3.75 0.19
O -2.67 -1.62 -4.08 -0.01
H -4.08 0.41 -2.03 0.09
H -2.42 0.37 -2.75 0.09
H -4.97 -2.22 -4.39 0.13
H -5.68 -0.94 -3.45 0.09
N -0.06 2.11 -4.61 0.20
C -0.09 2.14 -3.25 -0.53
N 0.99 2.56 -2.50 0.18
O -1.12 1.71 -2.56 -0.14
H -0.89 1.77 -5.03 0.11
H 0.77 2.17 -5.14 0.10
H 1.95 2.53 -2.86 0.06
H 0.85 2.23 -1.53 0.08
N 3.32 -1.10 6.03 0.19
C 3.04 -0.15 5.06 -0.57
N 2.94 1.16 5.44 0.21
O 2.87 -0.53 3.88 -0.04
H 2.83 -1.94 5.80 0.08
H 3.21 -0.85 6.97 0.07
H 2.64 1.25 6.38 0.10
H 2.74 1.83 4.77 0.06
N -1.25 -3.46 -1.51 0.19
C -0.03 -3.63 -0.88 -0.66
N 0.97 -4.24 -1.50 0.18
O 0.17 -3.25 0.28 -0.04
H -1.97 -2.96 -0.96 0.07
H -1.30 -3.38 -2.48 0.04
H 1.86 -4.32 -1.01 0.12
H 0.78 -4.62 -2.41 0.11
N 4.36 2.18 -1.29 0.19
C 4.71 2.41 -2.54 -0.69
N 6.02 2.75 -2.79 0.14
O 3.87 2.37 -3.42 0.01
H 3.40 1.95 -1.10 0.08
H 5.03 2.29 -0.55 0.11
H 6.76 2.11 -2.58 0.09
H 6.17 2.95 -3.77 0.10
N -2.12 2.84 0.01 0.17
C -3.39 3.24 -0.36 -0.68
N -3.66 2.89 -1.66 0.15
O -4.19 3.76 0.37 0.05
H -1.84 2.99 0.99 0.08
H -1.41 2.69 -0.67 0.05
H -2.89 2.65 -2.25 0.04
H -4.51 3.21 -2.03 0.08
N 1.89 -1.04 1.11 0.21
C 1.28 -0.02 0.51 -0.61
N 0.25 -0.37 -0.33 0.18
O 1.72 1.16 0.57 -0.04
H 1.54 -1.96 0.96 0.05
H 2.52 -0.89 1.89 0.08
H -0.23 0.44 -0.85 0.10
H -0.33 -1.19 -0.08 0.08
O 0.27 -1.55 -6.64 -0.07
C 1.36 -1.73 -5.75 -0.24
C 0.78 -1.66 -4.34 -0.26
O -0.26 -2.57 -4.19 -0.10
H 0.06 -2.43 -6.91 0.07
H 1.76 -2.72 -6.02 0.12
H 2.12 -1.00 -5.95 0.10
H 0.55 -0.59 -4.11 0.11
H 1.58 -2.00 -3.62 0.12
H -1.14 -2.22 -4.35 0.02
O 1.81 -3.10 4.25 -0.07
C 0.42 -2.89 4.30 -0.25
C -0.11 -1.64 4.88 -0.24
O -0.01 -0.49 4.07 -0.07
H 2.16 -2.30 3.84 0.04
H 0.05 -2.97 3.28 0.11
H 0.04 -3.77 4.80 0.13
H 0.25 -1.28 5.86 0.13
H -1.18 -1.85 4.99 0.12
H 0.91 -0.22 4.00 0.03
O -3.22 -0.32 3.46 -0.07
C -3.40 -0.67 2.06 -0.24
C -2.78 -1.99 1.77 -0.16
O -3.22 -2.34 0.34 -0.12
H -2.27 -0.11 3.50 0.04
H -4.48 -0.85 1.88 0.13
H -3.06 0.19 1.47 0.12
H -3.25 -2.71 2.46 0.13
H -1.68 -2.05 1.91 0.10
H -3.39 -1.48 -0.10 0.06
O -1.02 2.14 2.86 -0.08
C -0.59 3.41 3.24 -0.27
C 0.71 3.64 2.53 -0.22
O 1.70 2.64 2.89 -0.10
H -1.51 1.66 3.56 0.09
H -1.23 4.27 3.00 0.12
H -0.45 3.43 4.34 0.13
H 1.04 4.58 2.91 0.11
H 0.58 3.63 1.45 0.12
H 1.71 2.03 2.13 0.02
```

- Frontier orbital gap: 9.801 eV
- Lowest unoccupied orbital energy: 0.5 eV
- Energy: -2498.17378 hartree
- Highest occupied orbital energy: -9.28 eV
- Multiplicity: 1
- SMILES: NC(N)=O.NC(N)=O.NC(N)=O.NC(N)=O.NC(N)=O.NC(N)=O.NC(N)=O.OCCO.OCCO.OCCO.OCCO



No. 2
This record from the Open Molecules 2025 dataset describes a molecular structure, C15H53B2BaO20P5 at a distorted geometry. The level of theory is ωB97M-V with the def2-TZVPD basis set.

Structure (XYZ):
```
96
Properties=species:S:1:pos:R:3:lowdin_charge:R:1
Ba 0.72 1.07 0.24 1.89
B 3.45 1.13 0.30 -0.58
H 3.16 0.29 1.00 -0.08
H 4.60 1.01 0.17 -0.03
H 2.94 1.04 -0.70 -0.13
H 3.30 2.15 0.79 -0.04
B 0.13 3.56 1.32 -0.56
H 0.44 3.87 0.27 -0.06
H 0.97 2.89 1.65 -0.14
H -0.13 4.40 2.08 -0.04
H -0.83 2.95 1.33 -0.09
C 1.30 0.27 -6.29 -0.10
O 0.95 0.48 -4.93 -0.20
P 1.40 -0.54 -3.82 0.37
O 0.95 -0.12 -2.50 -0.28
O 0.89 -1.93 -4.38 -0.20
C -0.36 -2.44 -3.89 -0.08
O 3.00 -0.65 -3.96 -0.23
C 3.86 0.45 -3.64 -0.06
H 2.30 0.58 -6.58 0.09
H 0.64 0.90 -6.90 0.09
H 1.01 -0.73 -6.61 0.09
H -0.31 -3.52 -3.81 0.08
H -1.16 -2.04 -4.51 0.10
H -0.59 -2.06 -2.89 0.08
H 4.68 0.15 -2.99 0.09
H 3.28 1.28 -3.25 0.09
H 4.34 0.74 -4.58 0.09
C -4.17 0.11 3.90 -0.08
O -2.96 0.21 3.14 -0.22
P -2.93 -0.28 1.62 0.41
O -1.80 0.16 0.79 -0.34
O -3.22 -1.84 1.66 -0.20
C -2.17 -2.77 1.97 -0.06
O -4.28 0.30 0.96 -0.22
C -4.57 1.66 0.89 -0.12
H -4.84 -0.59 3.41 0.09
H -4.59 1.09 4.10 0.09
H -4.00 -0.44 4.83 0.09
H -2.57 -3.40 2.77 0.09
H -1.24 -2.27 2.23 0.07
H -2.02 -3.40 1.09 0.09
H -3.66 2.25 1.06 0.09
H -5.36 2.06 1.54 0.09
H -4.92 1.98 -0.10 0.08
C 3.05 0.26 4.06 -0.07
O 1.90 0.01 4.89 -0.20
P 0.44 0.39 4.37 0.41
O 0.26 0.34 2.90 -0.33
O -0.51 -0.59 5.20 -0.20
C -0.33 -1.99 5.05 -0.10
O 0.18 1.80 5.04 -0.18
C -0.97 2.54 4.55 -0.07
H 3.46 -0.73 3.89 0.09
H 3.74 0.96 4.53 0.10
H 2.84 0.65 3.06 0.05
H 0.31 -2.24 4.20 0.07
H -1.29 -2.49 4.90 0.08
H 0.05 -2.38 6.00 0.10
H -0.76 3.61 4.54 0.09
H -1.78 2.35 5.25 0.09
H -1.26 2.23 3.55 0.06
C 2.43 -4.38 2.56 -0.09
O 1.91 -3.14 2.10 -0.21
P 1.79 -2.81 0.55 0.42
O 1.03 -1.55 0.33 -0.38
O 3.31 -2.84 0.04 -0.20
C 3.68 -1.99 -1.06 -0.09
O 1.16 -4.14 -0.06 -0.20
C 1.49 -4.54 -1.38 -0.08
H 2.90 -4.99 1.79 0.09
H 1.64 -4.97 3.02 0.09
H 3.11 -4.19 3.39 0.09
H 3.22 -0.99 -1.07 0.03
H 3.26 -2.40 -1.98 0.07
H 4.75 -1.83 -1.00 0.11
H 2.55 -4.77 -1.46 0.10
H 1.31 -3.78 -2.15 0.07
H 0.85 -5.37 -1.65 0.10
C -0.42 3.92 -4.26 -0.08
O -1.26 2.75 -4.29 -0.22
P -1.83 2.15 -2.90 0.42
O -0.85 1.91 -1.84 -0.36
O -3.08 3.07 -2.47 -0.21
C -2.82 4.20 -1.63 -0.09
O -2.56 0.82 -3.36 -0.21
C -3.19 -0.06 -2.44 -0.07
H 0.24 3.80 -5.11 0.09
H 0.04 4.05 -3.28 0.09
H -1.07 4.79 -4.39 0.09
H -3.61 4.15 -0.87 0.08
H -2.86 5.17 -2.13 0.09
H -1.89 4.12 -1.07 0.08
H -2.44 -0.62 -1.88 0.08
H -3.81 -0.72 -3.06 0.09
H -3.91 0.43 -1.78 0.08
```

- Frontier orbital gap: 8.574 eV
- Lowest unoccupied orbital energy: 0.3 eV
- Energy: -3890.53692 hartree
- Highest occupied orbital energy: -8.29 eV
- Multiplicity: 1



No. 3
This record from the Open Molecules 2025 dataset describes 12 unconnected molecules or ions with the total composition C15H54N14O16 at a distorted geometry. The level of theory is ωB97M-V with the def2-TZVPD basis set.

Structure (XYZ):
```
99
Properties=species:S:1:pos:R:3:lowdin_spin:R:1
C -0.13 0.93 0.04 0.00
O -1.02 1.72 0.37 0.00
N 0.97 1.27 -0.66 0.00
N -0.02 -0.28 0.36 0.00
H 0.96 2.25 -0.90 0.00
H 1.66 0.65 -1.05 0.00
H -0.71 -0.58 1.02 0.00
H 0.76 -0.81 -0.01 0.00
C 3.28 -2.14 1.73 0.11
O 3.04 -1.92 0.63 0.03
N 4.40 -1.86 2.37 0.09
N 2.43 -2.58 2.61 0.07
H 5.24 -1.64 1.84 0.05
H 4.51 -2.06 3.35 0.13
H 2.46 -2.67 3.62 0.12
H 1.56 -2.82 2.16 0.01
C -0.18 -2.27 -4.26 0.00
O -0.93 -2.24 -5.20 0.00
N -0.29 -1.57 -3.07 0.00
N 0.89 -3.02 -4.16 0.00
H -0.95 -0.81 -3.05 0.00
H 0.48 -1.36 -2.45 0.00
H 0.91 -3.85 -4.74 0.00
H 1.63 -2.82 -3.51 0.00
C -3.60 5.54 0.52 0.00
O -4.23 6.47 0.14 0.00
N -2.62 4.96 -0.07 0.00
N -3.76 5.06 1.70 0.00
H -2.25 4.12 0.35 0.00
H -2.22 5.31 -0.93 0.00
H -4.55 5.43 2.20 0.00
H -3.49 4.11 1.93 0.00
C 2.74 2.33 2.91 0.06
O 1.82 3.04 2.50 0.01
N 3.55 2.77 3.86 0.03
N 2.99 1.12 2.52 0.03
H 4.33 2.16 4.08 0.05
H 3.47 3.69 4.26 0.00
H 2.58 1.01 1.60 0.00
H 3.73 0.58 2.94 0.05
C 1.35 6.24 0.93 0.00
O 1.28 6.99 -0.04 0.00
N 1.40 6.52 2.15 0.00
N 1.66 5.03 0.76 0.00
H 1.31 5.69 2.73 0.00
H 1.43 7.48 2.45 0.00
H 2.01 4.84 -0.17 0.00
H 1.67 4.38 1.53 0.00
C -1.51 2.93 -3.08 0.00
O -0.49 3.54 -3.05 0.00
N -2.28 2.78 -4.10 0.00
N -1.91 2.37 -2.05 0.00
H -3.14 2.28 -3.92 0.00
H -1.93 3.10 -4.99 0.00
H -2.87 2.06 -2.04 0.00
H -1.44 2.24 -1.16 0.00
C -3.58 -1.68 0.46 0.00
C -4.67 -0.92 -0.47 0.00
O -4.55 -1.08 -1.85 0.00
O -3.69 -3.04 -0.06 0.00
H -3.91 -1.70 1.49 0.00
H -2.65 -1.13 0.26 0.00
H -4.69 0.15 -0.23 0.00
H -5.58 -1.42 -0.17 0.00
H -4.13 -1.93 -1.98 0.00
H -3.15 -3.15 -0.85 0.00
C -1.67 -2.73 3.80 0.02
C -1.69 -4.02 2.90 0.01
O -3.00 -4.34 2.37 0.00
O -1.79 -1.57 2.98 0.02
H -0.67 -2.78 4.24 0.02
H -2.53 -2.58 4.45 0.00
H -1.28 -4.90 3.40 0.00
H -0.92 -3.85 2.15 0.00
H -3.16 -3.71 1.66 0.00
H -1.67 -0.84 3.60 0.01
C 3.68 -0.86 -2.33 0.01
C 3.72 -0.61 -3.84 0.00
O 3.16 0.61 -4.26 0.00
O 2.34 -0.94 -1.73 0.00
H 4.05 0.09 -1.94 0.01
H 4.28 -1.62 -1.83 0.00
H 3.24 -1.47 -4.32 0.00
H 4.71 -0.76 -4.27 0.00
H 2.22 0.42 -4.27 0.00
H 2.66 -1.08 -0.83 0.00
C -0.20 -4.80 -0.94 0.00
C 1.10 -5.36 -0.41 0.01
O 1.74 -6.11 -1.39 0.00
O -0.20 -3.34 -0.85 0.00
H -0.96 -5.27 -0.32 0.00
H -0.46 -5.20 -1.92 0.00
H 0.93 -5.96 0.49 0.00
H 1.77 -4.54 -0.17 0.00
H 2.43 -5.52 -1.71 0.00
H -0.54 -3.11 -1.72 0.00
O -2.43 2.64 2.32 0.00
H -2.02 2.24 1.55 0.00
H -2.21 2.06 3.04 0.00
```

- Frontier orbital gap (spin up / spin down): 2.597 / 8.401 eV
- Lowest unoccupied orbital energy (spin up / spin down): 1.8 / 1.8 eV
- Energy: -2574.38150 hartree
- Charge: -1
- Highest occupied orbital energy (spin up / spin down): -0.77 / -6.62 eV
- Multiplicity: 2
- Expectation value of S²: 0.7504



Number 2 is which compound? C15H53B2BaO20P5